Run 1
Here is a 2-piece molecular cluster, C3H8N2OS overall from the Open Molecules 2025 dataset. Energies are from the ωB97M-V functional and the def2-TZVPD basis.

XYZ file:
```
15
C3H8N2OS, DFT the ωB97M-V functional and the def2-TZVPD basis
S -0.518 1.709 1.234
O -0.593 -0.001 -0.803
N 0.608 -1.732 1.646
N 1.647 -1.642 1.080
C 0.623 2.419 0.015
C -0.959 -1.281 -1.256
C -0.907 0.213 0.494
H -2.049 -1.400 -1.260
H 0.992 3.344 0.443
H 0.074 2.612 -0.902
H -1.720 -0.333 0.942
H -0.572 -1.377 -2.268
H -0.522 -2.048 -0.604
H 2.457 -2.210 1.404
H 1.439 1.727 -0.166
```

- Kohn-Sham gap (spin up / spin down): 6.640 / 9.001 eV
- Total charge: 0
- Lowest unoccupied orbital energy (spin up / spin down): 0.648 / 0.958 eV

Results of the Löwdin charge analysis, in e, for atoms 1 through 2:
1 S 0.847
2 O -0.222


Run 2
Here is one molecule with the formula C3H8N2OS from the Open Molecules 2025 dataset. Energies are from the ωB97M-V functional and the def2-TZVPD basis.

XYZ file:
```
15
C3H8N2OS, DFT the ωB97M-V functional and the def2-TZVPD basis
S 2.988 0.152 -0.043
O 2.307 1.420 0.227
N 1.903 -1.196 0.318
N -1.452 0.169 -0.282
C -2.582 0.973 -0.009
C 0.612 -0.979 -0.240
C -0.369 -0.021 0.366
H -0.399 0.393 1.318
H 0.833 -0.750 -1.389
H 1.860 -1.464 1.367
H 3.007 -0.154 -1.579
H -2.906 1.572 -0.809
H 0.079 -1.995 -0.292
H -3.509 0.263 0.255
H -2.372 1.617 0.793
```

- Kohn-Sham gap: 9.495 eV
- Total charge: 0
- Lowest unoccupied orbital energy: 0.595 eV

Results of the Löwdin charge analysis, in e, for atoms 1 through 2:
1 S 0.825
2 O -0.565


Most stable structure among those shown: run 2. Next: +17.6 kcal/mol.